1.
Molecular formula: H2N4
Method: DFT, the ωB97M-V functional and the def2-TZVPD basis

Geometry as XYZ:
```
6
Properties=species:S:1:pos:R:3
N 1.075 0.196 0.159
N 0.049 -0.584 -0.489
N -0.828 0.562 -0.468
N -0.238 0.006 0.725
H 1.740 -0.430 0.620
H -1.799 0.249 -0.546
```

## Properties
* charge: 0
* HOMO level: -10.366 eV
* Kohn-Sham gap: 12.00 eV
* electronic energy: -220.0162 Ha
* energy relative to the best compared isomer or geometry (same formula, charge and spin): 467.4 kJ/mol

These are the Mulliken partial charges, in e, on atoms 1 to 5:
1. N -0.226
2. N -0.037
3. N -0.226
4. N -0.037
5. H 0.263

=====

2.
Molecular formula: H2N4O2
Method: DFT, the ωB97M-V functional and the def2-TZVPD basis

Geometry as XYZ:
```
8
Properties=species:S:1:pos:R:3
N -1.348 -1.242 -1.608
N -0.319 -1.102 -0.988
N 0.141 -1.320 0.073
N 0.694 -0.987 1.028
O -0.832 1.120 2.227
O 0.127 0.933 1.315
H -1.249 -0.881 -2.598
H -0.305 1.243 2.945
```

## Properties
* charge: 0
* HOMO level (spin up / spin down): -8.442 / -9.566 eV
* Kohn-Sham gap (spin up / spin down): 7.84 / 9.00 eV
* electronic energy: -370.3749 Ha
* energy relative to the best compared isomer or geometry (same formula, charge and spin): 654.3 kJ/mol

These are the Mulliken partial charges, in e, on atoms 1 to 5:
1. N -0.529
2. N 0.352
3. N 0.508
4. N -0.444
5. O -0.202

=====

3.
Molecular formula: H2N5O2
Method: DFT, the ωB97M-V functional and the def2-TZVPD basis

Geometry as XYZ:
```
9
Properties=species:S:1:pos:R:3
N 1.637 -0.784 0.379
N 1.239 0.313 -0.078
N 0.034 0.757 -0.237
N -1.065 -0.069 -0.120
O -1.059 -1.359 -0.310
N -2.050 0.758 0.075
O -3.199 0.169 0.173
H 2.629 -1.076 0.234
H 1.834 1.291 -0.117
```

## Properties
* charge: -1
* HOMO level: -2.619 eV
* Kohn-Sham gap: 6.63 eV
* electronic energy: -425.2297 Ha
* energy relative to the best compared isomer or geometry (same formula, charge and spin): 297.0 kJ/mol

These are the Mulliken partial charges, in e, on atoms 1 to 5:
1. N -0.673
2. N 0.439
3. N -0.517
4. N 0.894
5. O -0.732

=====

4.
Molecular formula: H2N5O2
Method: DFT, the ωB97M-V functional and the def2-TZVPD basis

Geometry as XYZ:
```
9
Properties=species:S:1:pos:R:3
N 1.805 0.791 0.761
N -0.430 1.245 -0.103
N -0.922 0.009 -0.273
N 2.178 -0.027 0.121
N -1.466 -0.765 0.568
O 2.623 -0.843 -0.562
O -2.030 -1.812 0.044
H -0.996 1.660 0.644
H -0.761 -0.258 -1.200
```

## Properties
* charge: -1
* HOMO level (spin up / spin down): -1.982 / -1.983 eV
* Kohn-Sham gap (spin up / spin down): 6.17 / 6.17 eV
* electronic energy: -425.2946 Ha
* energy relative to the best compared isomer or geometry (same formula, charge and spin): 126.5 kJ/mol

These are the Mulliken partial charges, in e, on atoms 1 to 5:
1. N -0.227
2. N -0.826
3. N 0.569
4. N 0.776
5. N -0.363

=====

5.
Molecular formula: H2NO2P
Method: DFT, the ωB97M-V functional and the def2-TZVPD basis

Geometry as XYZ:
```
6
Properties=species:S:1:pos:R:3
N 0.660 -0.813 -0.755
O -0.182 -0.474 0.296
P -0.661 1.205 0.834
O -1.482 0.981 1.989
H 1.496 -0.235 -0.732
H 0.169 -0.664 -1.633
```

## Properties
* charge: 0
* HOMO level: -9.407 eV
* Kohn-Sham gap: 8.65 eV
* electronic energy: -547.7414 Ha
* energy relative to the best compared isomer or geometry (same formula, charge and spin): 189.4 kJ/mol

These are the Mulliken partial charges, in e, on atoms 1 to 5:
1. N -0.365
2. O -0.314
3. P 0.523
4. O -0.332
5. H 0.242

=====

6.
Molecular formula: H2NO3S
Method: DFT, the ωB97M-V functional and the def2-TZVPD basis

Geometry as XYZ:
```
7
Properties=species:S:1:pos:R:3
N 0.007 -0.355 -0.357
O 1.918 -2.467 0.105
O 2.507 -0.115 0.942
O 0.766 -1.516 2.024
S 1.535 -1.210 0.833
H 0.141 0.629 -0.039
H 0.224 -0.371 -1.263
```

## Properties
* charge: -1
* 2S+1: 3
* HOMO level (spin up / spin down): -0.414 / -4.900 eV
* <S²>: 2.01
* Kohn-Sham gap (spin up / spin down): 4.67 / 6.64 eV
* electronic energy: -679.7381 Ha
* energy relative to the best compared isomer or geometry (same formula, charge and spin): 189.8 kJ/mol

These are the Mulliken partial charges, in e, on atoms 1 to 5:
1. N -0.634
2. O -0.479
3. O -0.426
4. O -0.471
5. S 0.353

=====

7.
Molecular formula: H2NO3S2
Method: DFT, the ωB97M-V functional and the def2-TZVPD basis

Geometry as XYZ:
```
8
Properties=species:S:1:pos:R:3
N -1.344 -0.900 -0.159
O 0.986 1.268 0.113
O 1.815 -0.920 0.804
O 1.675 -0.280 -1.585
S -2.019 0.535 -0.210
S 1.229 -0.105 -0.201
H -1.349 -1.051 0.852
H -0.993 1.452 0.386
```

## Properties
* charge: -1
* HOMO level (spin up / spin down): -3.478 / -3.553 eV
* Kohn-Sham gap (spin up / spin down): 6.80 / 6.92 eV
* electronic energy: -1078.0220 Ha
* energy relative to the best compared isomer or geometry (same formula, charge and spin): 234.1 kJ/mol

These are the Mulliken partial charges, in e, on atoms 1 to 5:
1. N -0.595
2. O -0.524
3. O -0.500
4. O -0.548
5. S -0.214

=====

8.
Molecular formula: H2NO4P
Method: DFT, the ωB97M-V functional and the def2-TZVPD basis

Geometry as XYZ:
```
8
Properties=species:S:1:pos:R:3
N -1.258 -0.445 0.104
O -1.471 -1.533 0.523
O -2.200 0.619 0.232
O 1.097 -0.923 -0.797
O 0.922 0.939 0.738
P 0.227 0.366 -0.611
H 1.931 -0.839 -1.127
H 0.752 1.816 0.937
```

## Properties
* charge: 0
* HOMO level: -10.118 eV
* Kohn-Sham gap: 9.39 eV
* electronic energy: -698.1800 Ha
* energy relative to the best compared isomer or geometry (same formula, charge and spin): 255.8 kJ/mol

These are the Mulliken partial charges, in e, on atoms 1 to 5:
1. N 0.725
2. O -0.437
3. O -0.517
4. O -0.372
5. O -0.408

=====

9.
Molecular formula: H2NO5PS
Method: DFT, the ωB97M-V functional and the def2-TZVPD basis

Geometry as XYZ:
```
10
Properties=species:S:1:pos:R:3
N 2.048 0.196 -0.105
O 3.868 1.258 1.618
O -2.683 0.116 0.555
O 3.936 1.837 -0.883
O -2.624 1.503 -1.578
O -2.361 2.695 0.526
P 3.288 1.105 0.246
S -1.912 1.559 -0.309
H 1.705 -0.192 0.659
H -3.125 -0.137 -0.176
```

## Properties
* charge: -2
* HOMO level: -1.469 eV
* Kohn-Sham gap: 7.92 eV
* electronic energy: -1171.7844 Ha
* energy relative to the best compared isomer or geometry (same formula, charge and spin): 75.0 kJ/mol

These are the Mulliken partial charges, in e, on atoms 1 to 5:
1. N -0.611
2. O -0.687
3. O -0.566
4. O -0.687
5. O -0.611

=====

10.
Molecular formula: H2NO5PS
Method: DFT, the ωB97M-V functional and the def2-TZVPD basis

Geometry as XYZ:
```
10
Properties=species:S:1:pos:R:3
N -0.351 0.581 0.078
O 1.429 2.637 -0.032
O 4.303 -0.061 0.069
O 2.504 -1.907 -0.048
O 2.084 0.339 -1.130
O 2.037 0.379 1.104
P 1.185 1.229 0.024
S 2.934 -0.508 -0.052
H -0.549 -0.152 0.756
H -1.171 0.666 -0.608
```

## Properties
* charge: 0
* HOMO level: -11.671 eV
* Kohn-Sham gap: 11.64 eV
* electronic energy: -1171.7642 Ha
* energy relative to the best compared isomer or geometry (same formula, charge and spin): 24.3 kJ/mol

These are the Mulliken partial charges, in e, on atoms 1 to 5:
1. N -0.448
2. O -0.527
3. O -0.467
4. O -0.497
5. O -0.316

=====

11.
Molecular formula: H2NO5PS
Method: DFT, the ωB97M-V functional and the def2-TZVPD basis

Geometry as XYZ:
```
10
Properties=species:S:1:pos:R:3
N -1.750 -0.053 -0.053
O 0.609 -0.069 -1.178
O 1.099 2.125 0.106
O 2.865 0.524 -0.254
O -0.318 -2.312 -0.043
O 0.779 -0.188 0.997
P -0.309 -0.852 -0.076
S 1.498 0.757 -0.093
H -2.657 -0.359 -0.285
H -1.817 0.426 0.879
```

## Properties
* charge: 0
* HOMO level: -11.704 eV
* Kohn-Sham gap: 11.78 eV
* electronic energy: -1171.7651 Ha
* energy relative to the best compared isomer or geometry (same formula, charge and spin): 21.8 kJ/mol

These are the Mulliken partial charges, in e, on atoms 1 to 5:
1. N -0.477
2. O -0.303
3. O -0.509
4. O -0.469
5. O -0.582

=====

12.
Molecular formula: H2NOP
Method: DFT, the ωB97M-V functional and the def2-TZVPD basis

Geometry as XYZ:
```
5
Properties=species:S:1:pos:R:3
N 1.071 1.689 0.185
P -0.233 2.337 0.137
O -0.529 -1.125 -0.009
H 0.384 -0.868 -0.123
H -0.692 -2.033 -0.190
```

## Properties
* charge: 0
* HOMO level: -11.467 eV
* Kohn-Sham gap: 11.44 eV
* electronic energy: -472.5067 Ha
* energy relative to the best compared isomer or geometry (same formula, charge and spin): 194.4 kJ/mol

Which charges does Mulliken predict for the atoms? In e, they are:
1. N -0.295
2. P 0.309
3. O -0.650
4. H 0.339
5. H 0.297

=====

13.
Molecular formula: H2NOS
Method: DFT, the ωB97M-V functional and the def2-TZVPD basis

Geometry as XYZ:
```
5
Properties=species:S:1:pos:R:3
N -1.856 -0.252 0.246
O -2.915 0.372 -0.002
S 3.259 0.076 -0.446
H -1.490 -0.634 -0.615
H 3.000 0.438 0.817
```

## Properties
* charge: -1
* HOMO level: -2.407 eV
* Kohn-Sham gap: 4.34 eV
* electronic energy: -529.3065 Ha
* energy relative to the best compared isomer or geometry (same formula, charge and spin): 100.7 kJ/mol

Which charges does Mulliken predict for the atoms? In e, they are:
1. N 0.023
2. O -0.263
3. S -0.932
4. H 0.235
5. H -0.063

=====

14.
Molecular formula: H2NPS
Method: DFT, the ωB97M-V functional and the def2-TZVPD basis

Geometry as XYZ:
```
5
Properties=species:S:1:pos:R:3
N -0.441 0.178 0.005
P -1.730 0.890 -0.650
S -0.988 -0.141 -3.685
H 0.174 0.580 0.807
H 0.005 -0.305 -0.739
```

## Properties
* charge: 0
* HOMO level (spin up / spin down): -8.195 / -8.128 eV
* Kohn-Sham gap (spin up / spin down): 6.28 / 6.65 eV
* electronic energy: -795.3339 Ha
* energy relative to the best compared isomer or geometry (same formula, charge and spin): 458.1 kJ/mol

Which charges does Mulliken predict for the atoms? In e, they are:
1. N -0.363
2. P 0.143
3. S -0.372
4. H 0.304
5. H 0.287

=====

15.
Molecular formula: H2NPS2
Method: DFT, the ωB97M-V functional and the def2-TZVPD basis

Geometry as XYZ:
```
6
Properties=species:S:1:pos:R:3
N -0.921 -0.119 -0.103
S 0.648 -0.156 0.605
P 1.437 -1.983 0.190
S 1.166 1.681 0.157
H -1.027 -0.131 -1.086
H -1.303 0.708 0.238
```

## Properties
* charge: 0
* HOMO level (spin up / spin down): -8.611 / -8.527 eV
* Kohn-Sham gap (spin up / spin down): 6.14 / 6.11 eV
* electronic energy: -1193.5525 Ha
* energy relative to the best compared isomer or geometry (same formula, charge and spin): 398.6 kJ/mol

These are the Mulliken partial charges, in e, on atoms 1 to 5:
1. N -0.496
2. S 0.199
3. P 0.072
4. S -0.326
5. H 0.271

=====

16.
Molecular formula: H2O
Method: DFT, the ωB97M-V functional and the def2-TZVPD basis

Geometry as XYZ:
```
3
Properties=species:S:1:pos:R:3
O -0.072 0.098 0.069
H -0.218 -0.855 -0.112
H 0.793 0.068 -0.442
```

## Properties
* charge: 0
* HOMO level: -11.647 eV
* Kohn-Sham gap: 12.62 eV
* electronic energy: -76.4271 Ha
* energy relative to the best compared isomer or geometry (same formula, charge and spin): 17.1 kJ/mol

Which charges does Mulliken predict for the atoms? In e, they are:
1. O -0.637
2. H 0.316
3. H 0.321

=====

17.
Molecular formula: H2O2
Method: DFT, the ωB97M-V functional and the def2-TZVPD basis

Geometry as XYZ:
```
4
Properties=species:S:1:pos:R:3
O 0.549 0.025 -0.405
O -0.676 -0.255 0.255
H 1.218 -0.481 0.019
H -1.090 0.711 0.131
```

## Properties
* charge: 0
* HOMO level: -10.135 eV
* Kohn-Sham gap: 11.29 eV
* electronic energy: -151.5605 Ha
* energy relative to the best compared isomer or geometry (same formula, charge and spin): 22.0 kJ/mol

Which charges does Mulliken predict for the atoms? In e, they are:
1. O -0.349
2. O -0.329
3. H 0.320
4. H 0.358

=====

18.
Molecular formula: H2O4PS2
Method: DFT, the ωB97M-V functional and the def2-TZVPD basis

Geometry as XYZ:
```
9
Properties=species:S:1:pos:R:3
O -1.805 1.282 -1.565
O -1.108 2.038 0.780
O 0.191 -2.748 0.770
O 0.660 1.558 -1.179
P -0.856 1.245 -0.414
S -0.070 -1.619 -0.142
S 2.037 1.406 -0.246
H -1.423 -1.187 -0.223
H 2.403 0.474 -1.028
```

## Properties
* charge: -1
* HOMO level (spin up / spin down): -4.613 / -3.669 eV
* Kohn-Sham gap (spin up / spin down): 7.63 / 6.40 eV
* electronic energy: -1439.9284 Ha
* energy relative to the best compared isomer or geometry (same formula, charge and spin): 246.0 kJ/mol

These are the Mulliken partial charges, in e, on atoms 1 to 5:
1. O -0.600
2. O -0.608
3. O -0.543
4. O -0.280
5. P 0.743

=====

19.
Molecular formula: H2OSn
Method: DFT, the ωB97M-V functional and the def2-TZVPD basis

Geometry as XYZ:
```
4
Properties=species:S:1:pos:R:3
Sn 1.951 -2.520 -2.545
O -0.390 0.597 0.687
H -0.928 1.256 0.248
H -0.633 0.666 1.610
```

## Properties
* charge: +2
* HOMO level: -17.437 eV
* Kohn-Sham gap: 3.05 eV
* electronic energy: -289.8706 Ha
* energy relative to the best compared isomer or geometry (same formula, charge and spin): 221.1 kJ/mol

Which charges does Mulliken predict for the atoms? In e, they are:
1. Sn 1.958
2. O -0.654
3. H 0.349
4. H 0.347

=====

20.
Molecular formula: H2P4
Method: DFT, the ωB97M-V functional and the def2-TZVPD basis

Geometry as XYZ:
```
6
Properties=species:S:1:pos:R:3
P -2.711 0.496 -0.183
P -1.834 2.378 -0.131
P -0.736 -0.397 -0.234
P 0.065 1.495 0.566
H -0.830 -1.266 0.855
H 0.983 1.360 -0.829
```

## Properties
* charge: 0
* HOMO level: -9.026 eV
* Kohn-Sham gap: 7.91 eV
* electronic energy: -1366.5530 Ha
* energy relative to the best compared isomer or geometry (same formula, charge and spin): 75.8 kJ/mol

These are the Mulliken partial charges, in e, on atoms 1 to 5:
1. P 0.007
2. P -0.012
3. P -0.057
4. P -0.100
5. H 0.073